(1)
{"formula": "C5H15NO", "method": "ωB97M-V/def2-TZVPD", "orbital_gap_ev": 9.1351, "largest_force_ev_per_a": 2.2, "total_energy_ha": -329.4596, "lumo_energy_ev": 0.93, "de_lowest_kcal_mol": 30.15, "species": ["C", "C", "N", "C", "C", "C", "H", "H", "H", "H", "H", "H", "H", "H", "H", "H", "H", "H", "H", "O", "H", "H"], "coordinates": [[2.04390, 0.37250, 1.41850], [0.58013, -0.16491, 1.63161], [-0.21988, -0.11338, 0.40118], [-0.45601, 1.20098, -0.13024], [-1.34335, -1.02016, 0.31844], [-1.94663, -1.10981, -1.10765], [2.61100, -0.41822, 0.93515], [2.00895, 1.22635, 0.75011], [2.35830, 0.65895, 2.41841], [0.10793, 0.52969, 2.33457], [0.73037, -1.21463, 1.85472], [-1.33326, 1.68978, 0.32717], [-0.63758, 1.20926, -1.20583], [0.34874, 1.92831, -0.04580], [-2.15003, -0.62122, 0.94468], [-1.06872, -2.02381, 0.62811], [-1.28175, -1.49190, -1.87798], [-2.29639, -0.11380, -1.35322], [-2.82209, -1.75718, -1.03429], [1.77381, 0.79216, -2.40324], [1.44157, 0.23434, -3.13160], [1.55097, 0.20669, -1.67281]], "forces_ev_per_a": [[-1.87, -0.46, -0.11], [0.68, 1.20, -1.75], [1.77, -0.59, -0.85], [-0.86, 0.74, -0.22], [-0.28, 0.58, -0.96], [-0.17, 0.12, 1.09], [0.43, 0.09, 0.26], [0.29, 0.22, 0.16], [0.72, -0.04, -0.18], [-0.11, -0.73, 0.84], [-0.70, -0.02, 0.88], [-0.12, -0.02, 0.15], [-0.09, -0.33, 0.04], [0.33, -0.43, 0.43], [-0.29, -0.32, 0.36], [0.20, 0.03, 0.36], [0.21, 0.04, 0.09], [-0.12, 0.01, -0.45], [0.01, -0.03, -0.18], [-0.39, -0.84, -0.63], [0.33, 0.64, 0.04], [0.03, 0.13, 0.65]], "nbo_charge": [-0.61, -0.21, -0.48, -0.44, -0.20, -0.61, 0.20, 0.21, 0.21, 0.16, 0.20, 0.16, 0.21, 0.21, 0.15, 0.20, 0.20, 0.21, 0.21, -0.94, 0.46, 0.47]}

(2)
{"formula": "C4H10N2O", "method": "ωB97M-V/def2-TZVPD", "orbital_gap_ev": 9.0224, "largest_force_ev_per_a": 0.4, "total_energy_ha": -343.0738, "lumo_energy_ev": 0.74, "de_lowest_kcal_mol": 80.08, "species": ["C", "C", "C", "N", "N", "C", "O", "H", "H", "H", "H", "H", "H", "H", "H", "H", "H"], "coordinates": [[0.12336, 0.49530, -1.45821], [1.66241, -1.02430, 0.19304], [-1.50586, 0.94202, 1.08212], [-1.06714, -0.13103, -1.40327], [0.74097, 0.11870, 0.17338], [-0.73730, -0.26957, 0.62211], [-0.89978, -1.38670, 1.04781], [-0.99404, -1.10048, -1.70225], [1.10222, 0.88464, 0.74489], [0.09559, 1.58364, -1.38037], [0.93398, 0.15734, -2.11266], [1.72566, -1.46843, 1.18563], [2.64780, -0.69402, -0.13570], [1.28417, -1.78321, -0.49019], [-1.22953, 1.15070, 2.12159], [-1.31693, 1.82219, 0.47030], [-2.56559, 0.70321, 1.04180]], "forces_ev_per_a": [[-0.01, -0.12, 0.31], [-0.14, 0.08, 0.00], [0.03, -0.04, -0.09], [0.04, 0.02, 0.17], [-0.35, -0.06, -0.11], [0.37, -0.08, 0.01], [0.09, 0.31, -0.21], [0.05, 0.05, -0.01], [-0.06, -0.09, -0.05], [-0.01, -0.02, 0.00], [-0.02, -0.03, 0.08], [-0.01, 0.02, -0.04], [-0.04, 0.00, 0.01], [0.00, 0.02, 0.00], [0.00, -0.03, -0.06], [0.02, -0.05, -0.02], [0.04, 0.00, 0.00]], "nbo_charge": [0.02, -0.42, -0.71, -0.84, -0.56, 0.74, -0.62, 0.34, 0.39, 0.16, 0.17, 0.22, 0.20, 0.22, 0.22, 0.22, 0.25]}

(3)
{"formula": "C2H3O2Se", "method": "ωB97M-V/def2-TZVPD", "total_charge": -1, "orbital_gap_ev": 6.7996, "largest_force_ev_per_a": 5.2, "total_energy_ha": -2629.9815, "lumo_energy_ev": 3.90, "de_lowest_kcal_mol": 0.13, "species": ["C", "C", "O", "O", "Se", "H", "H", "H"], "coordinates": [[0.86745, -0.35280, 0.18955], [-0.28903, 0.75277, -0.06151], [0.40356, -1.61214, -0.07622], [1.94479, -0.06571, 0.54110], [-2.12244, 0.10856, 0.22873], [-0.19969, 1.03443, -1.03635], [-0.10225, 1.54627, 0.62379], [-0.50239, -1.41139, -0.40910]], "forces_ev_per_a": [[-5.00, 0.41, -1.29], [0.68, -2.59, 2.71], [1.23, 1.00, -0.11], [2.91, 0.02, 0.90], [-0.10, -0.15, -0.21], [0.37, 1.07, -2.68], [0.41, 0.69, 0.26], [-0.49, -0.43, 0.42]], "nbo_charge": [0.80, -0.69, -0.73, -0.62, -0.66, 0.20, 0.21, 0.50]}

What did the second record say?
{"formula": "C4H10N2O", "method": "ωB97M-V/def2-TZVPD", "orbital_gap_ev": 9.0224, "largest_force_ev_per_a": 0.4, "total_energy_ha": -343.0738, "lumo_energy_ev": 0.74, "de_lowest_kcal_mol": 80.08, "species": ["C", "C", "C", "N", "N", "C", "O", "H", "H", "H", "H", "H", "H", "H", "H", "H", "H"], "coordinates": [[0.12336, 0.49530, -1.45821], [1.66241, -1.02430, 0.19304], [-1.50586, 0.94202, 1.08212], [-1.06714, -0.13103, -1.40327], [0.74097, 0.11870, 0.17338], [-0.73730, -0.26957, 0.62211], [-0.89978, -1.38670, 1.04781], [-0.99404, -1.10048, -1.70225], [1.10222, 0.88464, 0.74489], [0.09559, 1.58364, -1.38037], [0.93398, 0.15734, -2.11266], [1.72566, -1.46843, 1.18563], [2.64780, -0.69402, -0.13570], [1.28417, -1.78321, -0.49019], [-1.22953, 1.15070, 2.12159], [-1.31693, 1.82219, 0.47030], [-2.56559, 0.70321, 1.04180]], "forces_ev_per_a": [[-0.01, -0.12, 0.31], [-0.14, 0.08, 0.00], [0.03, -0.04, -0.09], [0.04, 0.02, 0.17], [-0.35, -0.06, -0.11], [0.37, -0.08, 0.01], [0.09, 0.31, -0.21], [0.05, 0.05, -0.01], [-0.06, -0.09, -0.05], [-0.01, -0.02, 0.00], [-0.02, -0.03, 0.08], [-0.01, 0.02, -0.04], [-0.04, 0.00, 0.01], [0.00, 0.02, 0.00], [0.00, -0.03, -0.06], [0.02, -0.05, -0.02], [0.04, 0.00, 0.00]], "nbo_charge": [0.02, -0.42, -0.71, -0.84, -0.56, 0.74, -0.62, 0.34, 0.39, 0.16, 0.17, 0.22, 0.20, 0.22, 0.22, 0.22, 0.25]}